This record from the Open Molecules 2025 dataset describes a 11-piece molecular cluster, C42H100N5O25 overall. The level of theory is ωB97M-V/def2-TZVPD.

HOMO-LUMO gap in hartree: 0.304
Calculated total energy in eV: -103808.17294
Net charge: -1

Element x y z (Å)
N 5.67214 -12.45464 19.81359
O 4.75886 -12.22393 19.01115
O 6.65173 -13.15600 19.46987
O 5.65215 -11.97974 20.96539
C 3.27913 -15.28038 20.44417
C 4.34048 -15.94785 19.59827
O 4.27946 -17.36577 19.62442
C 3.48887 -17.92823 18.72378
O 2.74759 -17.35548 17.96669
O 3.64839 -19.24959 18.79275
C 2.79985 -20.04586 17.97091
H 2.32883 -15.81570 20.41643
H 3.09916 -14.23510 20.19229
H 3.61126 -15.25194 21.48655
H 5.32930 -15.65047 19.95808
H 4.39484 -15.53212 18.58729
H 2.61681 -20.95935 18.53396
H 3.35421 -20.36099 17.08380
H 1.90230 -19.49900 17.70374
C 1.12269 -12.28296 21.60591
C 2.41741 -11.55474 21.84255
O 2.68409 -11.41461 23.26290
C 1.97237 -10.52519 23.92681
O 1.14536 -9.78113 23.46376
O 2.35561 -10.55924 25.21225
C 1.64498 -9.71444 26.09523
H 1.08006 -12.59456 20.55989
H 0.24684 -11.67080 21.82363
H 1.05080 -13.19275 22.20340
H 2.60416 -10.66074 21.25272
H 3.23497 -12.23683 21.60139
H 2.32818 -9.46689 26.91002
H 0.81645 -10.25127 26.56274
H 1.30250 -8.80383 25.61381
C 15.23013 -15.13239 16.91757
C 14.30683 -15.57590 18.03199
O 13.17544 -14.71602 18.00678
C 12.15330 -15.08884 18.79482
O 12.17921 -16.01526 19.55845
O 11.15759 -14.24023 18.60526
C 9.90984 -14.56829 19.22333
H 14.76045 -15.26777 15.94128
H 16.17427 -15.67108 16.96457
H 15.42005 -14.06194 17.00891
H 14.83002 -15.42842 18.98208
H 14.02020 -16.62248 17.95157
H 9.48501 -15.46622 18.77401
H 9.25264 -13.72968 19.01001
H 9.97274 -14.70706 20.29893
C 10.82854 -13.15242 13.55295
C 9.43533 -13.12052 12.94239
O 8.54075 -14.02709 13.56276
C 8.07917 -13.66996 14.76366
O 8.36055 -12.65698 15.35094
O 7.30022 -14.63768 15.21162
C 6.76445 -14.43004 16.51391
H 10.81268 -12.63363 14.50985
H 11.53037 -12.65260 12.88283
H 11.19538 -14.16724 13.71011
H 9.46918 -13.38839 11.88783
H 9.09151 -12.08295 12.97856
H 6.22234 -13.49553 16.63144
H 7.58934 -14.35259 17.22968
H 6.18580 -15.30530 16.78359
C 8.53866 -4.35018 16.61301
O 9.01917 -5.65126 16.40517
C 8.03600 -6.47391 15.79364
C 8.52159 -7.89913 15.77392
N 8.33237 -8.55406 17.05791
C 9.04111 -9.82489 17.15443
C 8.64461 -10.52566 18.41945
O 9.15448 -9.76681 19.48162
C 8.93881 -10.28227 20.77577
H 8.16267 -3.90841 15.68152
H 9.36295 -3.71346 16.94127
H 7.78289 -4.33976 17.40645
H 7.89062 -6.12233 14.76138
H 7.08076 -6.41968 16.33038
H 9.56111 -7.96190 15.40538
H 7.94267 -8.45580 15.02421
H 8.64769 -7.93581 17.79630
H 10.11987 -9.60628 17.21634
H 8.85257 -10.44170 16.27771
H 9.14298 -11.51215 18.40201
H 7.56899 -10.73356 18.44506
H 9.41241 -9.65318 21.52331
H 9.41131 -11.27791 20.79248
H 7.88132 -10.42258 21.01478
C 4.87824 -9.78565 12.39888
O 4.87669 -10.60194 13.54278
C 5.82541 -10.16704 14.51169
C 5.51948 -10.78652 15.83846
N 4.30205 -10.28946 16.45662
C 4.43238 -8.93774 16.99791
C 3.08559 -8.44029 17.46871
O 3.06981 -7.04280 17.70112
C 3.88842 -6.54054 18.71091
H 4.34747 -8.84387 12.60622
H 4.28847 -10.30760 11.64668
H 5.90163 -9.56616 12.07612
H 5.82910 -9.06901 14.56732
H 6.81717 -10.47690 14.14559
H 6.38735 -10.60793 16.50193
H 5.46566 -11.87037 15.73390
H 4.16614 -10.90498 17.25156
H 4.87651 -8.23169 16.29079
H 5.16304 -8.95733 17.83042
H 2.75981 -8.98187 18.37413
H 2.32009 -8.62949 16.71839
H 4.94899 -6.71050 18.48449
H 3.69583 -6.93455 19.71542
H 3.69388 -5.46940 18.78758
C 3.36137 -14.28553 14.05470
O 2.65484 -13.51719 14.98016
C 2.68610 -14.08604 16.25871
C 2.12944 -13.11692 17.27395
N 0.87854 -12.51226 16.86589
C 0.27282 -11.62512 17.83320
C -0.70768 -10.68885 17.15995
O -0.02113 -9.70839 16.43146
C -0.87964 -8.94045 15.62572
H 4.45034 -14.21657 14.19632
H 3.10739 -13.92371 13.06104
H 3.09861 -15.35214 14.14414
H 3.72249 -14.30868 16.54922
H 2.09538 -15.01797 16.26539
H 2.89971 -12.37321 17.45587
H 1.93279 -13.62331 18.23518
H 0.24002 -13.18102 16.46146
H 1.06689 -11.07990 18.34296
H -0.31636 -12.19184 18.57989
H -1.35627 -10.20616 17.90876
H -1.34336 -11.30079 16.49957
H -1.70216 -8.50633 16.21271
H -1.32389 -9.55425 14.82780
H -0.30252 -8.14337 15.16348
C 5.54411 -8.72190 20.83424
O 5.30501 -7.45094 21.39497
C 4.63077 -7.58849 22.63245
C 4.24027 -6.20553 23.11354
N 5.44657 -5.38230 23.27230
C 5.16775 -4.15401 24.00872
C 6.44311 -3.34262 24.12084
O 6.26349 -2.12573 24.83467
C 5.57939 -1.12668 24.11613
H 6.22411 -8.62482 19.98334
H 4.62166 -9.16209 20.43295
H 6.01553 -9.44306 21.50176
H 5.34634 -8.00421 23.34605
H 3.73664 -8.22189 22.54970
H 3.78176 -6.30795 24.09930
H 3.53616 -5.75370 22.40143
H 5.71965 -5.09575 22.33727
H 4.74271 -4.34358 24.99357
H 4.44470 -3.53312 23.44765
H 6.82798 -3.13750 23.11281
H 7.18799 -3.89495 24.69170
H 5.95376 -1.03121 23.08733
H 5.74800 -0.18081 24.62814
H 4.50151 -1.31609 24.06071
C 5.81916 -10.53323 24.20608
O 6.28755 -11.80765 23.80346
H 6.62305 -9.82331 24.41435
H 5.15981 -10.14416 23.42421
H 5.10871 -10.65548 25.02723
H 6.47780 -11.72031 22.85890
C 6.94845 -15.07029 22.60029
O 7.53394 -15.00008 21.31452
H 5.85535 -15.05246 22.57166
H 7.22546 -16.02522 23.05794
H 7.33935 -14.28468 23.25230
H 7.11743 -14.27621 20.81650


This record from the Open Molecules 2025 dataset describes a 6-piece molecular cluster, C19H36Cl10O5S overall. The level of theory is ωB97M-V/def2-TZVPD.

Structure (SMILES): O=COCCCC[C@H]1CCCOS1(=O)=O.ClCCCl.ClCCCl.ClCCCl.ClCCCl.ClCCCl
HOMO-LUMO gap in hartree: 0.392
Calculated total energy in eV: -166584.40462

Element x y z (Å)
O 5.21857 3.88597 1.55760
C 5.26152 3.37389 0.47614
O 4.56927 2.27177 0.16263
C 5.36587 1.20254 -0.35428
C 4.53060 -0.06147 -0.56079
C 3.38805 -0.26064 0.44429
C 2.14094 -0.92482 -0.17919
C 0.88152 -0.06543 -0.29194
C 0.43644 0.64218 1.01247
C -0.02765 2.07561 0.77363
C -0.95764 2.18423 -0.40968
O -0.38357 1.76941 -1.67989
S 1.03346 1.06242 -1.65678
O 2.06623 2.02666 -1.41764
O 1.12018 0.29071 -2.86504
H 5.84311 3.82612 -0.33950
H 6.21947 1.01228 0.30117
H 5.78959 1.49541 -1.32187
H 5.22151 -0.89692 -0.43923
H 4.18515 -0.10014 -1.59307
H 3.73997 -0.94806 1.21576
H 3.13681 0.66740 0.94907
H 2.39747 -1.24781 -1.19173
H 1.85818 -1.83277 0.35434
H 0.05947 -0.72301 -0.58054
H 1.20729 0.61958 1.77614
H -0.41849 0.08653 1.40329
H 0.80422 2.77578 0.70176
H -0.59972 2.39911 1.64750
H -1.24022 3.22998 -0.52936
H -1.88001 1.63760 -0.22275
Cl -6.43801 5.08219 -1.59835
C -4.79210 4.67340 -2.15494
C -4.38365 3.28616 -1.73543
Cl -4.15815 3.15697 0.02925
H -4.11491 5.42790 -1.76425
H -4.79796 4.73594 -3.24140
H -3.43088 3.03110 -2.19950
H -5.12387 2.54666 -2.03072
Cl -8.08309 1.56929 -3.75802
C -8.92795 2.97383 -3.04959
C -10.22099 2.58688 -2.38329
Cl -11.45634 2.05593 -3.55543
H -9.09173 3.69715 -3.84408
H -8.24613 3.40498 -2.31992
H -10.62953 3.44866 -1.85861
H -10.07247 1.78035 -1.67030
Cl -0.91852 -2.98598 1.00426
C -2.06005 -3.40394 2.31220
C -2.98464 -2.26447 2.65194
Cl -2.13731 -0.90351 3.43208
H -1.46395 -3.72574 3.16716
H -2.65158 -4.24732 1.95860
H -3.73825 -2.61203 3.35639
H -3.48488 -1.87886 1.76731
Cl 6.52525 -2.68311 -1.59872
C 6.18390 -4.42982 -1.54698
C 4.81296 -4.70087 -0.98298
Cl 4.71241 -4.28401 0.75157
H 6.96163 -4.90699 -0.95677
H 6.23944 -4.80362 -2.56771
H 4.57948 -5.76009 -1.07189
H 4.05033 -4.12768 -1.50369
Cl 0.59074 -4.55246 4.16095
C 2.18392 -4.11238 3.48448
C 2.65890 -2.77015 3.97258
Cl 1.64114 -1.45892 3.33302
H 2.09026 -4.12858 2.40217
H 2.88586 -4.88749 3.78728
H 3.67587 -2.59800 3.62143
H 2.64725 -2.70551 5.05743


This record from the Open Molecules 2025 dataset describes a 2-piece molecular cluster, C3H12OSi2 overall. The level of theory is ωB97M-V/def2-TZVPD.

Energy relative to the best compared isomer or geometry (same formula, charge and spin) in kJ/mol: 356.93
Structure (SMILES): CO[SiH2]C.C=[SiH2]
HOMO-LUMO gap in hartree: 0.331
Calculated total energy in eV: -21105.71542

Element x y z (Å)
C 3.07503 1.00356 0.22252
C -3.31896 -2.48953 1.90556
C -0.82918 1.34675 -1.37755
O 1.72641 1.13061 -0.07260
Si -2.07141 -1.55343 1.18257
Si 0.98610 0.60694 -1.43456
H 3.18433 1.37723 1.33983
H 3.73414 1.51648 -0.47665
H 3.39918 -0.08060 0.07937
H 1.59610 1.16043 -2.61041
H -3.37848 -3.60313 1.89569
H -4.29748 -2.18954 2.10137
H -1.43159 0.66111 -2.00279
H -1.24128 1.40661 -0.36728
H -0.69425 2.28322 -1.93237
H -0.64954 -1.68289 0.82558
H -2.60496 -0.00927 0.98547
H 1.09693 -0.88521 -1.54879


This record from the Open Molecules 2025 dataset describes a 7-piece molecular cluster, C36H89N3O3 overall. The level of theory is ωB97M-V/def2-TZVPD.

Structure (SMILES): COC[C@H](C)N.COC[C@H](C)N.COC[C@H](C)N.CCCCCC.CCCCCC.CCCCCC.CCCCCC
HOMO-LUMO gap in hartree: 0.352
Calculated total energy in eV: -49382.87940

Element x y z (Å)
C -0.64049 -11.09116 -5.82912
C -1.58764 -10.25802 -4.87244
C -0.76698 -9.27835 -3.97314
C -0.11629 -8.15516 -4.84098
C 0.65184 -7.13052 -4.01356
C -0.26446 -6.28064 -3.12763
H -1.25397 -11.57205 -6.59101
H -0.00779 -11.79593 -5.28960
H 0.01577 -10.37238 -6.31979
H -2.23416 -9.60239 -5.45574
H -2.25095 -10.92561 -4.32249
H -0.19499 -9.82548 -3.22374
H -1.47722 -8.78332 -3.31088
H 0.60804 -8.57807 -5.53709
H -0.87677 -7.70722 -5.48062
H 1.45689 -7.69646 -3.54484
H 1.07651 -6.44619 -4.74803
H -1.04682 -5.82632 -3.73558
H -0.69644 -6.98226 -2.41404
H 0.33135 -5.60012 -2.51936
C -3.91159 7.15555 0.96778
C -3.41814 7.91751 2.23187
C -4.59442 8.77843 2.74544
C -4.14287 9.53789 4.01056
C -4.19640 8.73111 5.35732
C -3.42247 9.49924 6.47377
H -4.25762 7.68966 0.08286
H -4.79055 6.56736 1.23150
H -3.15795 6.51120 0.51507
H -3.14824 7.12791 2.93315
H -2.61111 8.58879 1.93830
H -5.39343 8.12523 3.09617
H -4.84854 9.50164 1.97052
H -3.17605 9.99685 3.80387
H -4.73719 10.44923 4.07634
H -5.18057 8.51095 5.77089
H -3.78527 7.72227 5.32097
H -2.33656 9.54755 6.39278
H -3.68988 10.55457 6.52733
H -3.68421 8.95627 7.38194
C -5.50558 -5.98139 -8.58166
C -5.13369 -4.69149 -7.81168
C -6.09866 -3.55002 -7.58453
C -7.33976 -3.96298 -6.71215
C -8.02165 -2.66230 -6.19612
C -9.37732 -2.35655 -6.79968
H -5.95705 -5.66372 -9.52153
H -6.36541 -6.37504 -8.03961
H -4.79554 -6.80470 -8.65975
H -4.94029 -4.87619 -6.75499
H -4.25522 -4.18419 -8.21046
H -6.44649 -3.12395 -8.52559
H -5.64994 -2.71072 -7.05318
H -8.05326 -4.51275 -7.32597
H -6.85882 -4.55877 -5.93637
H -8.06716 -2.78739 -5.11428
H -7.33629 -1.84224 -6.41031
H -9.35213 -2.40461 -7.88833
H -10.08446 -3.15004 -6.55798
H -9.73149 -1.37730 -6.47760
C -3.70710 -1.12431 -0.73273
C -2.72776 -0.32624 -1.49552
C -2.13700 1.00778 -0.96884
C -0.90748 1.04943 -0.13283
C -1.17026 0.55325 1.28946
C 0.04409 0.74503 2.20287
H -3.49616 -2.18935 -0.63624
H -4.71261 -0.96053 -1.12031
H -3.74876 -0.81592 0.31190
H -1.87725 -0.93056 -1.81101
H -3.22401 -0.13779 -2.44753
H -2.91592 1.48474 -0.37396
H -1.91079 1.61007 -1.84873
H -0.05251 0.48277 -0.50166
H -0.40750 2.01409 -0.04607
H -1.97314 1.09641 1.78792
H -1.35812 -0.51864 1.22724
H -0.21807 0.70836 3.26024
H 0.95266 0.17999 1.99472
H 0.35299 1.78371 2.08531
C 7.02330 1.27876 3.85760
C 8.39233 0.71286 4.40968
C 9.13287 1.50626 5.48285
O 9.25415 2.93704 5.30528
C 9.93900 3.52835 6.38458
N 8.20840 -0.69378 4.82414
H 6.23909 1.47567 4.58859
H 6.62549 0.40653 3.33890
H 7.17352 2.20291 3.29950
H 9.14194 0.66205 3.61999
H 10.11591 1.06884 5.65715
H 8.51775 1.31186 6.36145
H 9.35992 4.42960 6.58588
H 10.99965 3.65221 6.16599
H 9.93134 2.94508 7.30536
H 7.73110 -0.80557 5.70720
H 7.70085 -1.33445 4.23082
C 3.92458 1.59938 -4.35385
C 3.59058 2.69323 -5.37548
C 3.37888 4.03616 -4.67846
O 3.32705 5.06976 -5.69614
C 2.58684 6.08797 -5.19711
N 4.81885 2.86975 -6.10377
H 4.63746 1.94221 -3.60393
H 4.39804 0.72611 -4.80255
H 2.96482 1.23300 -3.98954
H 2.77355 2.46311 -6.05929
H 4.19310 4.18712 -3.96969
H 2.46210 4.08042 -4.09054
H 2.54285 6.88523 -5.93909
H 2.98013 6.59591 -4.31653
H 1.55276 5.77606 -5.05057
H 4.73100 3.82458 -6.42108
H 5.62062 2.95401 -5.49536
C 3.89302 -2.91583 10.21387
C 3.72826 -1.78939 9.19195
C 2.79930 -0.64589 9.50573
O 3.16361 0.41469 8.53772
C 2.17275 1.43421 8.50108
N 5.07818 -1.22619 9.06248
H 4.17063 -2.40490 11.13583
H 4.59743 -3.69287 9.91708
H 2.94342 -3.44807 10.26930
H 3.40204 -2.38239 8.33753
H 2.93470 -0.33279 10.54098
H 1.73832 -0.87136 9.39809
H 1.24389 1.16515 7.99818
H 2.60277 2.29532 7.98954
H 1.88729 1.63123 9.53442
H 4.89136 -0.50474 8.38080
H 5.10592 -0.73167 9.94270